Entry 1:
Formula: C6H13NO3
Source: the Open Molecules 2025 dataset
Level of theory: wB97M-V/def2-TZVPD

```
23
Properties=species:S:1:pos:R:3:nbo_charge:R:1
C -0.3524 0.4275 -1.8866 -0.61
C -0.0943 -0.8037 -1.0127 -0.04
C -0.8749 -2.0559 -1.4485 -0.60
C 1.3972 -1.0657 -0.7857 -0.61
C -0.7581 -0.5391 0.3386 -0.36
C -0.0049 0.6393 1.1368 -0.08
O -0.9796 0.6366 2.0000 -0.37
O 1.9332 3.4090 3.9415 -0.25
N 0.6624 3.3282 3.8390 0.49
O -0.1482 4.2741 4.1130 -0.24
H 0.1995 1.2998 -1.5046 0.21
H -0.0162 0.2482 -2.9073 0.21
H -1.4309 0.6370 -1.9135 0.21
H -0.6973 -2.8539 -0.7171 0.21
H -1.9439 -1.8147 -1.4820 0.21
H -0.5964 -2.4424 -2.4188 0.21
H 1.5407 -1.8625 -0.0406 0.21
H 1.8412 -1.4130 -1.7174 0.21
H 1.9326 -0.1493 -0.4905 0.21
H -1.8268 -0.3779 0.0650 0.23
H -0.6641 -1.4839 0.9048 0.21
H 1.0562 0.3873 1.4008 0.17
H -0.1751 1.5749 0.5858 0.17
```

Values from the calculation:
HOMO (spin up / spin down) = -9.630 / -9.547 eV
charge = 0
ΔE to the lowest compared entry with this formula, charge and spin = 192.09 kcal per mole
E_LUMO (spin up / spin down) = -0.92 / -2.92 eV
HOMO-LUMO gap (spin up / spin down) = 8.709 / 6.624 eV

Entry 2:
Formula: C49H100N5O7
Source: the Open Molecules 2025 dataset
Level of theory: wB97M-V/def2-TZVPD

```
161
Properties=species:S:1:pos:R:3:lowdin_charge:R:1
C 12.3772 12.2772 22.6126 -0.09
C 13.8643 12.5260 22.3510 -0.24
C 14.6889 12.7664 23.6410 -0.09
N 16.1930 13.0731 23.3808 -0.25
C 16.8026 12.9372 24.7473 -0.12
C 18.2368 13.5181 24.8145 -0.15
C 18.3176 14.9240 24.2896 -0.18
C 17.7956 14.9350 22.8798 -0.18
C 16.3546 14.5114 22.7985 -0.07
C 16.8017 12.0597 22.4660 0.02
H 12.1614 11.3841 23.2488 0.09
H 11.8097 12.1587 21.6688 0.08
H 11.9483 13.1956 22.9911 0.07
H 13.9570 13.3912 21.7105 0.09
H 14.3169 11.7693 21.6387 0.11
H 14.6487 11.9381 24.3667 0.14
H 14.3003 13.6635 24.1518 0.14
H 16.2197 13.4216 25.5253 0.14
H 16.7338 11.8902 24.9421 0.12
H 18.6301 13.3490 25.8381 0.14
H 18.8499 12.8814 24.1877 0.10
H 17.7847 15.7146 24.7739 0.12
H 19.3616 15.1547 24.3488 0.12
H 17.8163 15.9364 22.3764 0.15
H 18.3806 14.2706 22.2622 0.11
H 15.6529 15.0940 23.3519 0.13
H 16.0365 14.3572 21.7486 0.11
H 17.8831 12.2068 22.4654 0.10
H 16.2818 12.1855 21.5215 0.05
H 16.5791 11.0530 22.8542 0.13
C 16.4954 18.9075 14.6795 -0.11
C 16.5372 17.5918 15.3928 -0.24
C 15.0905 17.3890 15.9319 -0.07
N 14.8947 16.1673 16.8848 -0.27
C 13.4820 16.1223 17.2795 -0.11
C 12.5440 15.4042 16.2557 -0.14
C 13.0375 14.0702 15.7361 -0.18
C 14.4400 14.2805 15.1161 -0.12
C 15.3051 14.8625 16.2305 -0.12
C 15.6775 16.3578 18.1402 0.03
H 15.9235 18.7943 13.7709 0.08
H 17.5319 19.2361 14.4637 0.10
H 15.9734 19.6832 15.2868 0.10
H 17.3024 17.6921 16.1766 0.11
H 16.9482 16.8151 14.7365 0.11
H 14.2857 17.2567 15.1771 0.14
H 14.8365 18.2415 16.5324 0.12
H 13.1767 17.1211 17.6188 0.15
H 13.4639 15.4997 18.1618 0.13
H 12.3508 16.1533 15.4772 0.12
H 11.5725 15.2108 16.6665 0.11
H 12.3286 13.6314 15.0792 0.10
H 13.2510 13.3873 16.5361 0.10
H 14.4025 15.0643 14.3044 0.14
H 14.8855 13.2896 14.9361 0.13
H 16.2859 14.9849 15.9084 0.07
H 15.3964 14.1789 17.0476 0.11
H 15.2203 17.2660 18.5526 0.12
H 16.7103 16.5926 17.8834 0.10
H 15.5892 15.4141 18.7339 0.09
C 11.4994 6.4409 14.8571 0.05
C 12.2988 7.7851 14.4958 -0.40
C 11.4585 8.9906 14.1466 -0.13
C 10.7877 9.6587 15.3189 -0.13
C 11.8692 10.1177 16.4142 -0.10
C 12.6124 8.9390 16.9662 -0.45
N 13.1394 8.0690 15.7729 0.03
O 14.2540 7.7897 15.8531 0.21
C 11.7809 8.0331 17.8728 0.01
C 13.7975 9.3446 17.8055 -0.03
C 13.3285 7.5253 13.3942 -0.03
H 12.1122 5.6381 15.1701 0.09
H 11.0362 6.2236 13.9382 0.08
H 10.7152 6.5606 15.5519 0.06
H 10.8754 8.6629 13.2201 0.17
H 12.2557 9.6666 13.8223 0.12
H 10.1003 8.9513 15.8251 0.12
H 10.2247 10.5510 15.0279 0.12
H 11.2287 10.4768 17.2646 0.14
H 12.4515 11.0058 16.0342 0.13
H 10.8801 7.6729 17.3751 0.08
H 11.4955 8.5665 18.7490 0.10
H 12.3930 7.1910 18.1265 0.10
H 13.3983 10.0120 18.5652 0.11
H 14.6025 9.8166 17.2686 0.06
H 14.1878 8.3836 18.2476 0.12
H 13.8591 8.4146 13.1800 0.04
H 12.7039 7.3021 12.5293 0.10
H 13.9712 6.6218 13.5751 0.13
C 20.8159 14.9498 14.8318 0.01
C 20.1938 13.5617 15.2710 -0.44
C 21.0413 12.4252 14.6572 -0.09
C 20.6271 11.0641 15.2419 -0.15
C 20.2616 11.1163 16.7079 -0.14
C 20.7044 12.2974 17.5196 -0.42
N 20.2385 13.4832 16.7488 0.03
O 19.8376 14.5051 17.4178 0.17
C 22.2421 12.4442 17.6087 0.02
C 20.1273 12.3148 19.0072 0.01
C 18.6776 13.4928 15.0466 0.01
H 21.8953 15.0278 14.8828 0.09
H 20.3013 15.7860 15.3339 0.09
H 20.5663 15.1350 13.7905 0.09
H 22.0200 12.8031 15.0580 0.12
H 21.0009 12.6310 13.5638 0.13
H 21.4456 10.3492 15.2120 0.12
H 19.7419 10.6610 14.7102 0.09
H 20.6850 10.2815 17.2998 0.15
H 19.1419 11.1214 16.7243 0.12
H 22.5502 12.1462 18.6412 0.11
H 22.7290 13.3770 17.4668 0.09
H 22.7003 11.6457 16.9725 0.11
H 20.5944 12.9887 19.7294 0.10
H 20.3824 11.3330 19.3835 0.09
H 19.0542 12.4086 18.9926 0.03
H 18.1000 14.1420 15.7912 0.09
H 18.2690 12.4256 15.0383 0.08
H 18.5078 13.7674 14.0035 0.08
C 18.9173 11.1728 11.6417 0.01
C 17.5292 11.4436 11.0445 -0.41
C 17.6279 11.8840 9.5209 -0.09
C 18.0138 10.7101 8.6406 -0.18
C 17.1368 9.5171 8.7682 -0.15
C 16.9416 8.9058 10.1321 -0.46
N 16.6943 10.1713 11.0354 0.08
O 15.6512 10.2566 11.7307 0.15
C 18.1283 8.1181 10.6450 0.02
C 15.6707 8.2096 10.1492 -0.04
C 16.8129 12.5412 11.8127 -0.04
H 19.4522 12.1490 11.6564 0.11
H 19.4408 10.4668 11.0211 0.07
H 18.9566 10.9170 12.6961 0.07
H 18.3827 12.6541 9.3974 0.13
H 16.6361 12.3116 9.3066 0.13
H 19.0211 10.4853 8.9121 0.10
H 17.8921 10.9049 7.5371 0.16
H 17.5462 8.6375 8.2466 0.15
H 16.1676 9.7834 8.2452 0.16
H 18.0672 7.1107 10.2593 0.11
H 18.2195 8.0341 11.7353 0.11
H 19.0655 8.5713 10.2592 0.09
H 15.3429 7.8755 11.1509 0.10
H 15.5982 7.2982 9.5386 0.13
H 14.9398 8.8400 9.7212 0.08
H 16.7522 12.2434 12.8883 0.08
H 15.7422 12.6039 11.5140 0.10
H 17.2802 13.4980 11.7772 0.09
C 17.0321 8.7175 16.2112 0.00
C 16.8033 9.5514 14.8542 -0.63
O 17.3387 10.6942 14.8582 -0.10
O 15.9407 9.0689 14.0382 -0.08
H 16.2718 9.0679 16.8965 0.02
H 18.0078 9.0248 16.5813 0.05
H 17.0594 7.6407 16.1842 0.07
C 16.6735 11.4094 18.9676 -0.02
C 16.5664 12.9254 19.0292 -0.74
O 17.3768 13.5075 18.3412 -0.02
O 15.6455 13.3744 19.8217 -0.12
H 15.8725 10.8031 19.4185 0.07
H 17.5732 11.1084 19.5667 0.08
H 16.9731 11.1355 17.9943 0.04
```

Values from the calculation:
HOMO = -14.303 eV
charge = +3
E_LUMO = -8.24 eV
HOMO-LUMO gap = 6.066 eV

Entry 3:
Formula: C18H33N7O3
Source: the Open Molecules 2025 dataset
Level of theory: wB97M-V/def2-TZVPD

```
61
Properties=species:S:1:pos:R:3:nbo_charge:R:1
N -0.3961 0.5045 0.2000 0.70
O 0.6765 0.8693 0.7044 -0.59
O -0.7945 -0.7124 0.3140 -0.60
O -0.9842 1.2801 -0.5069 -0.49
C 0.9318 -3.9279 -0.4406 -0.62
C 1.8031 -2.6563 -0.4037 -0.22
N 2.3087 -2.5458 0.9639 -0.28
C 3.5371 -2.9474 1.4168 -0.04
C 3.7337 -2.5193 2.7404 -0.05
N 2.5856 -1.8373 3.0922 -0.30
C 1.6808 -1.9046 2.0287 0.25
C 2.3475 -1.3199 4.4348 -0.41
H 0.0396 -3.6124 0.1003 0.23
H 1.4593 -4.7642 0.0182 0.21
H 0.6384 -4.3505 -1.4015 0.23
H 1.4424 -1.6641 -0.6752 0.27
H 2.6710 -2.9900 -0.9724 0.21
H 4.2606 -3.3573 0.7277 0.25
H 4.5806 -2.5430 3.4102 0.25
H 0.6891 -1.4884 1.9299 0.29
H 3.1547 -1.6613 5.0828 0.23
H 1.3579 -1.6102 4.7876 0.23
H 2.3894 -0.2314 4.4726 0.22
C 0.8700 5.1714 0.5077 -0.62
C -0.1476 5.6945 1.5988 -0.23
N -1.1252 4.7543 2.0308 -0.29
C -2.5131 4.9358 2.1016 -0.03
C -3.0810 3.7140 2.5778 -0.04
N -2.0688 2.7619 2.6477 -0.28
C -0.8956 3.4234 2.3729 0.25
C -2.1331 1.3175 2.8712 -0.43
H 1.8059 4.8629 0.9735 0.22
H 1.1700 6.0075 -0.1241 0.23
H 0.3837 4.3877 -0.0732 0.24
H -0.6080 6.5751 1.1508 0.23
H 0.3543 6.0069 2.5145 0.22
H -2.9123 5.8998 1.8227 0.25
H -4.0668 3.3559 2.8356 0.25
H 0.0575 2.9264 2.2678 0.26
H -2.9264 1.0169 3.5556 0.23
H -1.1908 0.9420 3.2702 0.23
H -2.2534 0.7259 1.9637 0.26
C 1.2646 -3.2980 -4.2781 -0.61
C -0.0143 -2.6210 -4.8431 -0.20
N -0.7503 -1.9097 -3.8347 -0.39
C -1.4463 -2.4523 -2.7924 -0.14
C -2.2237 -1.4882 -2.3026 -0.03
N -2.0974 -0.3199 -3.0312 -0.38
C -1.0927 -0.5537 -3.9334 -0.08
C -2.8236 0.9644 -2.9300 -0.40
H 1.7971 -3.6953 -5.1422 0.22
H 0.9884 -4.1078 -3.6027 0.19
H 2.0164 -2.6630 -3.8094 0.21
H -0.6528 -3.3516 -5.3399 0.19
H 0.2874 -1.9178 -5.6193 0.21
H -1.2307 -3.4868 -2.5696 0.21
H -3.0012 -1.5703 -1.5575 0.21
H -0.7451 0.1478 -4.6773 0.20
H -3.4280 1.0403 -3.8339 0.20
H -2.1340 1.7693 -2.6758 0.21
H -3.5464 1.0238 -2.1162 0.21
```

Values from the calculation:
2S+1 = 2
HOMO (spin up / spin down) = -5.093 / -9.333 eV
charge = +1
E_LUMO (spin up / spin down) = -2.46 / -2.46 eV
HOMO-LUMO gap (spin up / spin down) = 2.636 / 6.876 eV

Entry 4:
Formula: C10H20N4O7Zn
Source: the Open Molecules 2025 dataset
Level of theory: wB97M-V/def2-TZVPD

```
42
Properties=species:S:1:pos:R:3:nbo_charge:R:1
O 3.5607 0.6573 -1.2062 -0.64
H 4.0454 0.4331 -2.0237 0.57
Zn -0.1998 -1.1451 -0.0475 1.59
N 0.5325 -1.1241 -2.0847 -0.24
N -0.3356 1.0832 -1.2614 -0.21
N -0.0238 -2.3106 1.7739 -0.18
N -0.5971 0.1001 1.5665 -0.36
O 1.2489 -2.1360 -2.3356 -0.66
O 0.8893 -3.2055 1.8867 -0.60
O -0.4977 1.4639 1.5977 -0.61
O -0.8459 2.1780 -0.7962 -0.66
C -0.0741 1.0757 -2.5882 0.06
C 0.4345 -0.1633 -3.0484 0.04
C -0.5779 -1.7982 2.8978 0.02
C -0.9557 -0.4355 2.7440 0.23
C 0.9082 -0.4121 -4.4281 -0.65
H 2.0048 -0.4731 -4.4606 0.19
H 0.5950 0.3914 -5.0999 0.21
H 0.4988 -1.3540 -4.8078 0.24
C -0.3079 2.2825 -3.4293 -0.66
H 0.2400 3.1516 -3.0361 0.22
H -1.3761 2.5477 -3.4556 0.23
H 0.0170 2.1207 -4.4604 0.20
C -0.6905 -2.5464 4.1793 -0.66
C -1.5716 0.3719 3.8339 -0.68
H 0.0267 -3.3720 4.2092 0.25
H -1.7003 -2.9655 4.3060 0.22
H -0.5074 -1.8857 5.0379 0.21
H -1.7976 1.3804 3.4814 0.26
H -0.9037 0.4481 4.7015 0.23
H -2.5032 -0.0965 4.1728 0.23
H 1.8388 -2.2315 0.5814 0.55
H -0.6604 1.7862 0.6216 0.50
C 3.7448 1.8871 -0.5477 -0.26
H 3.8754 2.6697 -1.2846 0.22
H 4.6068 1.8051 0.0892 0.20
H 2.8519 2.0603 0.0358 0.25
O 1.7557 -1.2794 0.2692 -1.03
H 2.9033 -0.0391 -0.9242 0.61
H 1.9032 -0.7614 1.0865 0.50
O -3.3342 -1.7215 -1.0743 -0.43
C -2.2627 -1.7023 -0.6695 0.50
```

Values from the calculation:
HOMO (spin up / spin down) = -5.518 / -5.506 eV
charge = 0
ΔE to the lowest compared entry with this formula, charge and spin = 0.00 kcal per mole
E_LUMO (spin up / spin down) = -1.04 / -1.04 eV
HOMO-LUMO gap (spin up / spin down) = 4.481 / 4.469 eV